ORCA calculation (ωB97M-V/def2-TZVPD) on an isolated molecule of C6H5N3O3 in a non-equilibrium geometry.

XYZ file:
```
17
Properties=species:S:1:pos:R:3:forces:R:3
C -0.074 0.142 1.817 -0.007 0.003 -0.143
C -0.825 1.083 1.148 -0.092 0.094 -0.254
C 0.716 -0.890 -0.240 -0.037 0.115 0.200
C -0.039 0.059 -0.901 -0.492 0.596 1.372
C 0.689 -0.849 1.157 -0.278 0.328 -0.648
C -0.803 1.024 -0.236 0.880 -1.081 -0.383
N -0.248 0.282 -2.264 -0.494 0.511 0.836
N -1.090 1.270 -2.344 -1.405 2.241 -5.521
N 1.393 -1.749 1.888 0.299 -0.275 0.294
O 0.239 -0.342 -3.191 0.094 -0.099 -0.529
O -1.583 2.042 -3.771 1.432 -2.249 4.179
O -1.447 1.785 -1.164 0.061 -0.033 0.357
H -0.061 0.152 2.896 -0.031 0.036 0.145
H -1.405 1.829 1.663 -0.073 0.085 0.142
H 1.296 -1.617 -0.781 0.075 -0.134 -0.132
H 1.337 -1.742 2.889 0.063 -0.104 -0.031
H 1.907 -2.479 1.433 0.007 -0.034 0.114
```
Positions in Å, forces in eV/Å.

energy relative to the best compared isomer or geometry (same formula, charge and spin) = 776.6 kJ/mol
Kohn-Sham gap = 8.262 eV
charge = 0

=====

ORCA calculation (ωB97M-V/def2-TZVPD) on a 2-piece molecular cluster, C4H10NO2S overall in a non-equilibrium geometry.

XYZ file:
```
18
Properties=species:S:1:pos:R:3:forces:R:3
O 0.842 1.014 -2.339 0.231 -0.275 -0.345
C -0.067 0.798 -1.557 0.018 -0.256 -0.698
N -0.730 -0.406 -1.507 -0.941 1.098 1.316
C -1.643 -0.725 -0.404 -0.334 -0.666 0.049
C -1.047 -1.258 0.941 0.710 -0.488 -0.396
S 0.755 -1.456 0.893 0.595 0.293 0.115
C -0.526 1.969 -0.721 0.312 0.342 2.449
H -0.308 -1.238 -1.869 0.812 0.231 -0.273
H -2.276 0.133 -0.209 -0.149 0.074 -0.127
H -2.283 -1.531 -0.790 -0.047 0.308 -0.003
H -1.340 -0.663 1.811 -0.170 0.091 -0.240
H -1.372 -2.292 1.084 -0.584 0.295 0.114
H -1.124 1.770 0.175 -0.534 -0.404 -0.534
H -0.935 2.841 -1.216 -0.186 -0.275 -0.691
H 0.332 2.374 -0.162 0.362 -0.247 -0.736
H 1.825 0.675 3.303 -0.149 -0.268 -0.437
H 1.349 0.882 1.844 -0.047 -0.941 -0.226
O 1.445 1.317 2.696 0.100 1.087 0.663
```
Positions in Å, forces in eV/Å.

energy relative to the best compared isomer or geometry (same formula, charge and spin) = 107.3 kJ/mol
Kohn-Sham gap = 6.784 eV
charge = -1

=====

ORCA calculation (ωB97M-V/def2-TZVPD) on an isolated molecule of C5H6O2.

XYZ file:
```
13
Properties=species:S:1:pos:R:3:forces:R:3
O -2.425 -0.965 0.192 0.025 -0.087 0.266
C -2.233 0.374 -0.208 -0.036 0.342 -0.191
C -0.804 0.757 -0.120 0.361 -0.205 0.231
C 0.340 0.518 0.319 -0.408 -0.132 0.030
C 1.703 0.401 0.610 0.076 -0.056 0.074
C 2.520 -0.498 -0.185 0.197 0.007 0.059
O 3.642 -0.853 0.124 -0.321 0.165 -0.155
H -2.021 -1.071 1.064 -0.141 -0.080 -0.138
H -2.823 1.075 0.400 0.101 -0.090 -0.094
H -2.598 0.442 -1.235 0.100 0.034 0.123
H 2.111 0.880 1.493 -0.047 -0.053 -0.108
H 0.686 1.439 -0.348 0.016 0.134 -0.225
H 2.031 -0.874 -1.111 0.076 0.022 0.126
```
Positions in Å, forces in eV/Å.

energy relative to the best compared isomer or geometry (same formula, charge and spin) = 554.5 kJ/mol
Kohn-Sham gap (alpha / beta) = 8.079 / 8.077 eV
charge = 0

=====

ORCA calculation (ωB97M-V/def2-TZVPD) on C6H15AsCrO6S4 as an isolated structure in a non-equilibrium geometry.

XYZ file:
```
33
Properties=species:S:1:pos:R:3:forces:R:3
Cr -0.159 1.244 0.195 0.759 0.476 0.892
O -2.736 -0.588 1.848 -0.893 -0.299 -0.374
S -1.321 -0.362 1.850 -0.488 -0.838 0.421
O -0.635 -1.215 2.799 0.570 0.484 -0.427
O -1.070 1.122 2.001 0.965 -0.318 -0.309
O -0.747 -0.597 0.395 -0.522 0.192 1.016
C -3.675 1.854 -0.099 1.123 -0.587 0.402
O -2.254 2.211 -0.160 0.462 0.170 -0.226
C -1.768 3.502 -0.353 -0.145 -0.750 0.145
S -2.668 4.679 -0.995 -0.952 0.648 -0.275
S -0.115 3.668 0.108 -0.469 -0.869 -0.326
H -3.702 0.779 0.173 0.230 0.972 0.799
H -4.122 1.841 -1.044 -0.348 0.595 -1.845
H -4.221 2.572 0.504 0.168 -0.276 0.444
C 1.920 -1.976 0.570 0.184 -0.993 0.306
As 1.188 -1.575 -1.197 0.621 0.435 0.825
C -0.237 -2.840 -1.436 -1.204 2.060 -1.591
C 2.549 -2.168 -2.443 -0.062 -0.759 0.707
S 0.876 0.422 -1.854 -0.245 0.165 -0.523
H 1.149 -1.761 1.342 0.630 -0.184 -0.520
H 2.855 -1.458 0.785 -0.344 0.540 -0.224
H 2.248 -3.059 0.579 -0.817 0.850 -0.168
H 0.197 -3.685 -1.875 0.445 -1.618 -0.215
H -1.012 -2.452 -2.155 1.022 -0.058 0.460
H -0.792 -2.941 -0.546 -0.174 -0.538 1.270
H 2.852 -3.198 -2.174 0.184 0.593 -0.044
H 3.376 -1.452 -2.501 -0.245 -0.300 0.088
H 2.020 -2.238 -3.369 -0.101 0.136 -0.875
C 1.995 1.940 1.812 0.125 1.360 1.714
O 1.586 1.035 0.883 -0.599 -0.431 -0.863
H 3.024 1.781 2.168 0.044 -0.541 -0.152
H 1.350 1.914 2.733 0.390 0.225 -0.601
H 2.047 3.002 1.457 -0.314 -0.543 0.069
```
Positions in Å, forces in eV/Å.

energy relative to the best compared isomer or geometry (same formula, charge and spin) = 0.0 kJ/mol
Kohn-Sham gap (alpha / beta) = 7.597 / 7.732 eV
<S²> = 3.787
charge = -1
spin multiplicity = 4

=====

> What is the formula in the second record?

C4H10NO2S